Entry from the Open Molecules 2025 dataset: a 2-piece molecular cluster, C2H8N3 overall in a non-equilibrium geometry (the ωB97M-V functional and the def2-TZVPD basis).

As for the total charge: +1. The calculation puts the energy relative to the best compared isomer or geometry (same formula, charge and spin) at 6.102 eV. As for the gap between HOMO and LUMO: 0.380 hartree. The calculation puts the HOMO energy at -14.65 eV. The calculation puts the molecular weight at 74.11 u.

Structure (XYZ):
```
13
Properties=species:S:1:pos:R:3:forces:R:3
C 1.665676 0.105325 -0.016873 -3.9 -0.6 -0.3
C -1.643624 0.773746 -0.104630 2.4 0.6 -0.9
N 0.512407 0.136177 0.080455 0.7 -0.9 0.4
N 2.825227 0.461701 -0.017005 8.2 2.4 2.3
N -0.663355 -0.372568 0.026485 -4.0 2.3 -0.4
H -1.590456 -2.698456 -0.237034 -0.2 -0.3 0.0
H -1.278713 1.432700 -0.865268 0.3 0.3 -0.5
H -2.611716 0.559092 -0.379444 -2.0 -1.4 -0.4
H -1.613972 1.312906 0.793978 -0.2 0.8 1.4
H 3.567396 0.250386 -0.739305 -1.4 0.1 1.0
H 3.235550 0.918292 0.925176 -1.1 -1.3 -2.8
H -1.129074 -0.854137 0.786629 1.8 -0.7 0.9
H -1.275343 -2.025170 -0.253169 -0.4 -1.3 -0.6
```
Forces are in eV/Å.


Entry from the Open Molecules 2025 dataset: a 2-piece molecular cluster, C2H8N3 overall in a non-equilibrium geometry (the ωB97M-V functional and the def2-TZVPD basis).

As for the total charge: +1. The calculation puts the energy relative to the best compared isomer or geometry (same formula, charge and spin) at 1.496 eV. As for the gap between HOMO and LUMO: 0.350 hartree. The calculation puts the HOMO energy at -13.97 eV. The calculation puts the molecular weight at 74.11 u.

Structure (XYZ):
```
13
Properties=species:S:1:pos:R:3:forces:R:3
C 1.130398 2.146780 -0.198145 0.1 -0.6 -0.2
N 1.547569 0.961462 0.008233 0.1 1.0 -0.2
H 0.061516 2.318889 -0.255499 0.0 0.1 -0.3
H 1.849634 2.939767 -0.369909 -0.2 0.3 0.5
H 2.548564 0.900946 0.180579 0.0 -0.5 -0.3
H 0.897912 0.035124 -0.117491 0.1 -0.5 0.8
N -1.922884 -0.777445 0.561374 0.0 -0.2 -0.3
C -1.085498 -1.509921 -0.192044 0.5 0.0 0.7
N 0.186014 -1.277140 -0.234689 -0.3 -0.1 -0.2
H -2.840046 -1.149107 0.754022 0.0 0.2 -0.1
H -1.515196 -0.177970 1.261809 -0.1 0.0 0.0
H -1.518269 -2.352270 -0.721424 -0.2 0.0 0.0
H 0.660280 -2.059117 -0.676822 0.1 0.4 -0.3
```
Forces are in eV/Å.


Entry from the Open Molecules 2025 dataset: a 2-piece molecular cluster, C2H8N3 overall in a non-equilibrium geometry (the ωB97M-V functional and the def2-TZVPD basis).

As for the total charge: +1. The calculation puts the energy relative to the best compared isomer or geometry (same formula, charge and spin) at 3.931 eV. As for the gap between HOMO and LUMO: 0.298 hartree. The calculation puts the HOMO energy at -13.51 eV. The calculation puts the molecular weight at 74.11 u.

Structure (XYZ):
```
13
Properties=species:S:1:pos:R:3:forces:R:3
C 1.239217 -1.949589 0.880419 0.3 -0.5 -0.4
C -1.171118 2.071774 -1.449122 -0.1 -0.5 0.3
N 0.259676 -0.897348 0.935702 -1.2 0.7 -0.9
N -1.293595 1.085973 -0.646805 -0.2 0.4 -0.2
N 1.594587 -0.689699 1.430235 0.9 0.3 1.3
H 1.171571 -2.768248 1.585402 0.0 0.0 0.0
H 1.585460 -2.223735 -0.110992 -0.1 0.1 0.0
H -2.045809 2.612704 -1.790688 -0.1 -0.1 0.1
H -0.199900 2.379145 -1.814622 0.1 -0.1 0.1
H -2.215916 0.806187 -0.310000 0.1 0.1 -0.2
H -0.372341 -0.999611 1.732433 0.5 -0.1 0.0
H -0.521660 0.496805 -0.264391 0.2 -0.2 0.1
H 2.152078 -0.085915 0.828338 -0.4 -0.2 -0.3
```
Forces are in eV/Å.


Entry from the Open Molecules 2025 dataset: a 2-piece molecular cluster, C2H8N3O overall in a non-equilibrium geometry (the ωB97M-V functional and the def2-TZVPD basis).

As for the total charge: +1. The calculation puts the energy relative to the best compared isomer or geometry (same formula, charge and spin) at 2.986 eV. As for the gap between HOMO and LUMO: 0.333 hartree. The calculation puts the HOMO energy at -14.25 eV. The calculation puts the molecular weight at 90.11 u.

Structure (XYZ):
```
14
Properties=species:S:1:pos:R:3:forces:R:3
C 1.266928 0.148774 -0.011171 -2.6 4.2 0.0
C -0.970672 0.039258 -1.172262 3.0 3.4 1.5
N 2.203508 -0.694048 0.331295 1.0 -3.5 0.3
N 1.202403 1.419857 0.127837 -1.1 -1.8 -1.2
N 0.035936 -0.466048 -0.495174 -1.2 -0.4 -1.2
O -2.530483 0.065119 0.661603 -0.8 0.1 -2.2
H -1.145151 1.121678 -1.527064 1.3 -1.6 1.0
H -1.731330 -0.547873 -1.451436 -2.4 -2.7 -0.8
H 2.722944 -0.478641 1.175652 0.1 -0.2 -0.4
H 1.998533 -1.703627 0.151491 0.9 1.3 0.4
H 2.108276 1.787099 0.252733 1.3 0.8 0.6
H -2.076516 -0.114409 1.451248 0.7 -0.1 1.9
H -0.057800 -1.457391 -0.243282 -0.1 0.4 -0.3
H -3.026572 0.880246 0.748532 -0.1 0.2 0.4
```
Forces are in eV/Å.


Entry from the Open Molecules 2025 dataset: an isolated ion of composition C2H8N3O and charge +1 in a non-equilibrium geometry (the ωB97M-V functional and the def2-TZVPD basis).

As for the total charge: +1. The calculation puts the energy relative to the best compared isomer or geometry (same formula, charge and spin) at 1.450 eV. As for the gap between HOMO and LUMO: 0.441 hartree. The calculation puts the HOMO energy at -15.21 eV. The calculation puts the molecular weight at 90.11 u. Its SMILES is NC(=[NH2+])NCO.

Structure (XYZ):
```
14
Properties=species:S:1:pos:R:3:forces:R:3
N 2.103319 -0.287603 -0.232101 -2.8 4.7 0.3
C 0.838300 0.144716 -0.036271 -2.0 -3.5 1.4
N 0.532632 1.376522 0.333839 2.1 1.0 -0.8
N -0.147083 -0.817350 0.004181 -0.2 3.0 0.4
C -1.556373 -0.519062 0.355607 -1.2 1.0 -1.5
O -1.980639 0.626460 -0.465703 -1.7 -1.8 -1.8
H 2.307229 -1.230156 -0.263457 1.2 -1.8 -0.2
H 2.629605 0.574314 -0.290384 1.7 -1.3 -0.3
H 1.385905 1.991785 0.314959 -1.9 -0.2 0.2
H -0.415657 1.716491 0.138240 0.5 0.1 0.0
H 0.189238 -1.706129 -0.181626 0.0 -2.1 -0.5
H -1.713858 -0.074499 1.354101 0.6 -0.9 -0.1
H -2.258684 -1.396629 0.156515 1.5 1.0 0.5
H -2.644198 0.339906 -1.222793 2.2 0.8 2.3
```
Forces are in eV/Å.


Entry from the Open Molecules 2025 dataset: an isolated ion of composition C2H8N3O2 and charge +1 in a non-equilibrium geometry (the ωB97M-V functional and the def2-TZVPD basis).

As for the total charge: +1. The calculation puts the energy relative to the best compared isomer or geometry (same formula, charge and spin) at 7.721 eV. As for the gap between HOMO and LUMO: 0.339 hartree. The calculation puts the HOMO energy at -14.80 eV. The calculation puts the molecular weight at 106.10 u. Its SMILES is CCON[N+](N)=O.

Structure (XYZ):
```
15
Properties=species:S:1:pos:R:3:forces:R:3
C 2.521684 0.256362 -0.087975 -0.1 -1.3 1.0
C 1.162399 -0.363224 -0.100074 -2.4 -0.8 -0.2
O 0.377488 0.364647 0.953369 0.6 1.3 -0.5
N -0.906837 0.072686 0.901296 -1.4 -1.1 -1.4
N -1.600688 0.314627 -0.298620 0.3 1.1 3.1
N -2.813313 -0.182782 -0.360450 0.5 0.7 -0.7
O -1.128836 0.988888 -1.153319 0.1 -0.4 -0.5
H 2.690612 0.901596 -0.894537 0.3 1.0 -1.0
H 2.688398 0.738762 0.861827 -0.2 0.6 0.3
H 3.246497 -0.541376 -0.038766 0.4 -0.2 -0.5
H 1.114089 -1.407473 0.310090 0.3 0.7 -0.9
H 0.477744 -0.226109 -1.050393 2.4 -0.7 1.6
H -1.365328 -0.028269 1.817438 -0.3 0.1 -0.9
H -3.169100 -0.712757 0.368616 -0.4 -1.2 1.7
H -3.294805 -0.175575 -1.228500 -0.1 0.4 -0.9
```
Forces are in eV/Å.


Entry from the Open Molecules 2025 dataset: a 2-piece molecular cluster, C2H8N3O2 overall in a non-equilibrium geometry (the ωB97M-V functional and the def2-TZVPD basis).

As for the total charge: +1. The calculation puts the energy relative to the best compared isomer or geometry (same formula, charge and spin) at 9.222 eV. As for the gap between HOMO and LUMO (alpha / beta): 0.336 / 0.286 hartree. The calculation puts the HOMO energy (alpha / beta) at -14.72 / -13.93 eV. The calculation puts the molecular weight at 106.10 u.

Structure (XYZ):
```
15
Properties=species:S:1:pos:R:3:forces:R:3
C 1.784995 0.029676 -1.269249 0.0 6.1 -0.9
C -0.046524 -1.194505 -0.414372 -3.4 -0.6 -3.4
N 0.600101 0.105039 -0.394825 0.0 -0.1 1.3
N -1.215765 0.910734 1.730556 -3.4 -5.0 -3.3
N 0.373659 1.032947 0.369977 0.6 0.2 -1.7
O -1.206622 -0.288340 1.932851 -0.4 1.4 0.9
O -2.389925 1.495594 1.218093 1.8 0.5 0.7
H 1.659519 -0.305740 -2.269226 -1.0 -0.3 -0.7
H 2.289387 1.083928 -1.272002 -1.1 -1.9 -0.1
H 2.416439 -0.573459 -0.804757 2.8 -2.9 2.1
H 0.558581 -1.997954 -0.715071 1.7 -0.4 -0.5
H -0.520334 -1.591168 0.417890 -0.9 0.3 1.9
H -0.842625 -1.202290 -1.288693 1.4 0.4 1.7
H -0.762372 1.543670 2.276100 1.9 2.7 2.2
H -2.698515 0.951867 0.482728 -0.1 -0.5 -0.1
```
Forces are in eV/Å.


Entry from the Open Molecules 2025 dataset: a 2-piece molecular cluster, C2H8N3O2 overall in a non-equilibrium geometry (the ωB97M-V functional and the def2-TZVPD basis).

As for the total charge: +1. The calculation puts the energy relative to the best compared isomer or geometry (same formula, charge and spin) at 11.043 eV. As for the gap between HOMO and LUMO (alpha / beta): 0.320 / 0.285 hartree. The calculation puts the HOMO energy (alpha / beta) at -14.44 / -13.30 eV. The calculation puts the molecular weight at 106.10 u.

Structure (XYZ):
```
15
Properties=species:S:1:pos:R:3:forces:R:3
C 2.596462 0.161683 0.691007 1.0 3.7 -2.4
C -1.170374 -1.572199 -1.677650 -2.1 -0.6 -4.6
N -2.078497 0.519252 -0.489451 0.0 1.0 0.0
N 0.391268 -0.532310 0.887024 2.0 0.9 2.5
N -0.706733 -0.960755 0.413024 -1.3 1.6 0.5
O 1.286056 0.205401 0.093115 -1.0 -0.1 0.4
O -0.349375 -1.542801 -0.802301 2.9 -2.0 0.4
H 3.243300 0.723495 -0.102184 -1.1 -1.3 1.1
H 2.901895 -0.831803 0.744718 0.7 -1.5 0.7
H 2.710146 0.877222 1.528130 -0.4 -1.1 0.2
H -1.570614 1.140584 -1.154703 0.1 -0.3 0.6
H -2.004758 -0.892781 -1.505415 -0.8 -0.4 -0.1
H -0.992473 -2.138422 -2.688971 0.2 0.9 2.3
H -2.182756 1.101273 0.349057 0.0 -0.3 0.0
H 0.381032 -0.240398 1.907551 -0.3 -0.5 -1.6
```
Forces are in eV/Å.


Entry from the Open Molecules 2025 dataset: an isolated ion of composition C2H8N3O2 and charge +1 in a non-equilibrium geometry (the ωB97M-V functional and the def2-TZVPD basis).

As for the total charge: +1. The calculation puts the energy relative to the best compared isomer or geometry (same formula, charge and spin) at 7.971 eV. As for the gap between HOMO and LUMO: 0.360 hartree. The calculation puts the HOMO energy at -14.82 eV. The calculation puts the molecular weight at 106.10 u. Its SMILES is CO/N=[N+](/N)OC.

Structure (XYZ):
```
15
Properties=species:S:1:pos:R:3:forces:R:3
C -2.544717 -0.709946 0.105414 -0.7 0.1 -0.2
O -1.269519 -0.021130 0.201155 1.1 1.0 -0.1
N -0.316713 -0.870583 0.010656 2.5 -0.5 0.3
N 0.886230 -0.445258 0.132995 -2.8 -0.2 -0.2
N 1.928913 -1.358532 0.124520 0.3 2.8 -0.4
O 1.234623 0.811531 0.479337 0.9 -1.9 1.6
C 1.076620 1.856712 -0.472006 0.5 2.2 -0.1
H -2.828927 -0.976184 1.151448 0.5 -0.9 -1.0
H -2.394094 -1.484598 -0.739944 -1.0 1.1 1.8
H -3.253848 0.121468 -0.060824 0.4 -0.6 -0.8
H 1.607207 -2.283844 0.248139 -0.3 -1.1 0.5
H 2.579952 -0.926565 0.783833 0.2 -0.9 -0.1
H 2.108511 2.429158 -0.584884 -2.2 -1.1 0.7
H 0.244048 2.478580 0.071101 1.5 -0.7 -2.1
H 0.941720 1.379193 -1.450933 -0.8 0.7 0.2
```
Forces are in eV/Å.


Entry from the Open Molecules 2025 dataset: C2H8N3O3 as an isolated structure in a non-equilibrium geometry (the ωB97M-V functional and the def2-TZVPD basis).

As for the total charge: +1. The calculation puts the energy relative to the best compared isomer or geometry (same formula, charge and spin) at 2.291 eV. As for the gap between HOMO and LUMO: 0.396 hartree. The calculation puts the HOMO energy at -14.25 eV. The calculation puts the molecular weight at 122.10 u.

Structure (XYZ):
```
16
Properties=species:S:1:pos:R:3:forces:R:3
C -1.019996 -0.308796 -0.077062 2.4 1.4 0.7
C 0.389025 -0.596299 0.601173 -1.8 2.3 0.9
N 0.590382 0.042844 1.799755 1.9 1.8 1.1
N -2.371967 1.430490 -0.947012 -0.7 -3.1 2.2
N 1.686573 -0.008111 -0.592889 0.1 2.9 -1.2
O -1.795196 -1.150106 -0.294672 -1.6 -2.6 -0.6
O 0.680691 -1.847553 0.654494 0.9 -1.8 0.0
O -1.120400 0.950657 -0.323627 0.2 3.2 -1.1
H 1.494867 -0.221801 2.341505 -2.3 0.4 -1.2
H 0.309459 1.069615 1.968154 0.5 -2.4 -0.8
H -2.707039 0.552954 -1.350553 -0.4 0.5 -0.3
H -2.256297 2.145474 -1.615601 1.4 0.8 -0.9
H 1.928729 1.062776 -0.616846 -0.7 -2.5 0.5
H 1.748513 -0.273877 -1.598706 -0.4 -0.2 0.9
H 2.412222 -0.493675 -0.109399 1.0 -0.2 0.2
H 0.030433 -2.354593 0.161287 -0.4 -0.5 -0.3
```
Forces are in eV/Å.